A molecular structure, C14H27AsNO2OsSSi, computed with the ωB97M-V functional and the def2-TZVPD basis.

Properties
Calculated total energy, Ha: -3768.77292
Total charge: +1
Spin multiplicity: 1
E_HOMO, eV: -10.37
Orbital gap, eV: 7.1

Last column: Mulliken charge in e.
Cartesian coordinates (Å):
1 H 2.42 -2.79 -0.77  0.3275
2 N 0.38 1.53 -0.10  -0.3201
3 H 5.21 -2.29 1.61  0.3345
4 O -1.86 2.65 2.75  -0.4458
5 H -3.74 0.68 -4.14  0.3441
6 H -1.95 -2.63 -1.04  0.2812
7 H 5.19 -0.53 1.73  0.3219
8 H 2.88 -2.32 3.59  0.3730
9 H 5.14 -1.32 0.14  0.3354
10 H 4.14 1.02 0.05  0.4039
11 C 2.25 0.13 0.49  0.3467
12 H -3.11 4.25 1.37  0.3383
13 C 4.79 -1.38 1.17  -1.1036
14 H 2.79 -3.84 0.60  0.3672
15 H -0.35 2.63 4.13  0.2926
16 H 1.20 -3.08 0.48  0.2827
17 C 2.55 2.33 -0.51  -0.8978
18 C -2.07 2.36 1.50  0.8753
19 H 1.29 -1.70 3.13  0.3057
20 H -1.34 1.15 4.07  0.2561
21 H -3.38 -1.71 -0.57  0.3476
22 C 1.18 2.50 -0.54  -0.3246
23 H 2.59 -0.58 3.56  0.3304
24 Os -1.62 1.31 0.03  1.0388
25 Si 2.93 -1.47 1.27  0.1475
26 H -3.51 -2.91 -1.88  0.4105
27 H -0.14 1.46 2.79  0.0511
28 C -3.15 3.27 0.90  -1.2855
29 H -4.60 0.36 -2.62  0.3410
30 S -0.51 -0.53 0.91  -0.4264
31 H -0.48 -2.06 -3.63  0.3269
32 C 2.27 -2.93 0.30  -0.9807
33 H -1.03 -0.79 -4.74  0.3628
34 C -2.86 -2.17 -1.41  -1.0150
35 H 3.19 3.11 -0.88  0.4200
36 H -3.00 3.42 -0.18  0.4333
37 H 0.71 3.39 -0.93  0.4906
38 C -4.00 -0.09 -3.42  -1.0478
39 H -4.58 -0.88 -3.90  0.3914
40 C -1.35 -1.59 -4.07  -1.0535
41 As -2.39 -0.81 -2.67  0.7411
42 O -1.47 0.40 -1.96  -0.8601
43 H -1.94 -2.32 -4.62  0.3880
44 C 0.88 0.38 0.40  -0.3192
45 H -4.15 2.86 1.05  0.3043
46 C -0.85 1.92 3.48  -0.3211
47 C 2.36 -1.52 3.05  -0.9915
48 C 3.07 1.14 0.01  0.0814

***

2 unconnected molecules or ions with the total composition C14H27N2O7P3, computed with the ωB97M-V functional and the def2-TZVPD basis.

Properties
Calculated total energy, Ha: -2209.51124
Spin multiplicity: 1
E_HOMO, eV: -8.82
Orbital gap, eV: 6.5

Last column: Mulliken charge in e.
Cartesian coordinates (Å):
1 O -1.58 -5.47 -0.63  -0.6346
2 N 3.85 0.93 2.95  -0.7267
3 O 0.89 -4.32 -0.78  -0.4980
4 H -2.06 -2.75 1.05  0.1277
5 H 3.71 1.38 2.02  0.2891
6 H 0.02 -1.03 -3.39  0.3251
7 O -0.60 -0.07 2.28  -0.5891
8 H -3.28 3.23 -2.23  0.3133
9 H -2.57 3.56 3.82  0.2463
10 O 4.87 -0.15 -2.47  -0.4720
11 O -3.40 1.23 2.84  -0.4328
12 O -0.93 -4.19 -2.97  -0.5090
13 O 2.21 1.25 -2.00  -0.4970
14 C 1.85 -0.37 1.34  -0.3994
15 C -0.43 -1.01 -0.20  0.4450
16 H 0.41 1.18 -3.89  0.2535
17 C -2.47 2.70 4.49  -0.9689
18 P 2.82 -0.34 3.01  0.3759
19 P -1.77 -2.37 -0.32  0.0020
20 C -1.22 2.14 -2.53  -0.3290
21 H 3.95 -2.10 -0.67  0.2459
22 H 3.66 -1.52 3.15  0.0944
23 H -3.42 1.69 -3.32  0.2889
24 H 5.31 0.95 -0.58  0.2551
25 H 1.92 -0.18 4.16  0.1096
26 H -4.54 1.34 -0.94  0.3490
27 H 6.21 -0.69 -0.89  0.2737
28 C 1.70 0.26 -1.26  -0.0934
29 H -1.90 -4.47 -3.14  0.3551
30 H -0.71 2.26 -1.48  0.1410
31 C 4.09 -1.02 -0.13  -0.5660
32 H -1.47 2.29 4.34  0.2479
33 H 4.15 -0.84 -2.68  0.3069
34 H 1.12 -5.28 -1.04  0.3143
35 H 4.59 -1.25 0.92  0.2979
36 H -3.43 0.79 4.84  0.2614
37 H -2.56 3.05 5.52  0.3626
38 H -2.99 1.98 -0.03  0.1806
39 H -2.51 0.85 2.73  0.2739
40 C -2.87 2.12 -2.35  -0.6009
41 H -4.53 2.08 4.31  0.2827
42 C 2.58 -0.39 0.01  0.6106
43 P -0.83 -4.17 -1.22  0.8537
44 H -2.88 0.28 -0.96  -0.1381
45 C -3.53 1.66 4.18  -0.2153
46 C -0.65 0.90 -3.44  -0.4805
47 H -1.37 0.76 -4.38  0.4024
48 C 0.18 -0.39 -1.44  -0.0922
49 C 5.15 -0.15 -1.00  -0.3322
50 C -3.36 1.34 -0.96  -0.4073
51 C 0.19 -0.42 1.24  -0.0858
52 N -0.58 -0.45 -2.75  -0.1518
53 H -0.99 3.14 -3.13  0.3343

***

3 unconnected molecules or ions with the total composition C14H28BNO11S2, computed with the ωB97M-V functional and the def2-TZVPD basis.

Properties
Calculated total energy, Ha: -2253.67571
Spin multiplicity: 1
E_HOMO, eV: -10.02
Orbital gap, eV: 8.6

Last column: Mulliken charge in e.
Cartesian coordinates (Å):
1 C -1.63 0.25 -1.28  0.3397
2 C 1.04 -1.32 -5.51  -0.1699
3 C -4.01 0.24 -2.47  -0.6062
4 O -0.51 2.41 -0.33  -0.2530
5 H -4.14 0.14 -3.65  0.2886
6 H 2.34 4.14 5.85  0.3526
7 C -0.87 -0.04 -0.03  0.1375
8 H -5.70 -0.28 0.53  0.1986
9 H 0.98 2.14 5.15  0.3334
10 O 3.83 2.63 7.28  -0.6030
11 H -6.25 -0.36 -2.62  0.3274
12 H 4.60 -0.05 7.89  0.3649
13 C 4.29 0.09 6.85  -0.9195
14 S 2.24 -2.24 -3.36  1.3103
15 C 1.94 2.36 4.67  -0.0642
16 C -5.38 -0.35 -1.81  -0.4026
17 H -2.96 -1.62 -1.49  0.2755
18 H -3.80 1.38 -2.27  0.3872
19 H 0.90 -2.37 0.65  0.3176
20 O 0.95 1.37 1.42  -0.5830
21 O -1.84 -1.73 1.95  -0.5749
22 H 1.54 4.46 4.31  0.3759
23 O -1.33 2.33 -2.76  -0.5371
24 H 0.64 0.77 -5.87  0.3871
25 H 4.26 -3.34 -3.94  0.3441
26 C 2.29 3.84 4.80  -1.0680
27 H 0.05 -2.43 -0.77  0.3212
28 C 0.00 1.27 0.46  0.3487
29 C 3.39 -3.59 -3.33  -1.0330
30 H 0.08 -1.54 -5.02  0.1710
31 N -0.04 -2.65 0.27  -0.6521
32 H 1.83 2.11 3.61  0.0748
33 H -5.23 -1.50 -1.52  0.2199
34 H 3.27 4.04 4.35  0.2716
35 H 3.80 -0.81 6.48  0.3142
36 H -4.51 1.65 0.22  0.3133
37 S 3.14 1.44 6.81  1.1856
38 H 5.16 0.35 6.24  0.3084
39 H 1.44 0.45 -4.33  0.2321
40 B -0.96 -1.51 0.78  0.2070
41 O -5.40 1.77 -0.25  -0.5067
42 O 2.07 -2.15 -4.98  -0.3024
43 H -2.68 -2.21 1.67  0.3136
44 H 2.90 -4.49 -3.70  0.3177
45 O 1.89 1.01 7.40  -0.6324
46 C 1.39 0.15 -5.38  -0.9400
47 C -1.12 1.81 -1.55  0.3318
48 H -2.18 -1.06 -3.16  -0.0201
49 O 0.99 -2.68 -2.78  -0.6726
50 H -7.08 0.47 -0.52  0.2474
51 H 2.37 0.35 -5.83  0.2798
52 C -5.89 0.40 -0.44  -0.4066
53 H 0.93 -1.57 -6.57  0.2688
54 H 3.70 -3.74 -2.29  0.3789
55 O 2.93 -1.05 -2.90  -0.6255
56 O 2.97 1.53 5.20  -0.2599
57 C -2.66 -0.69 -2.13  -0.0134

***

A gas-phase ion, C14H28ClN2O4 (charge +1), computed with the ωB97M-V functional and the def2-TZVPD basis.

Properties
Calculated total energy, Ha: -1420.53961
Total charge: +1
Spin multiplicity: 1
E_HOMO, eV: -12.69
Orbital gap, eV: 8.7

Last column: Mulliken charge in e.
Cartesian coordinates (Å):
1 H -2.25 1.08 1.54  0.5672
2 C -1.33 0.07 -0.14  0.0979
3 O 2.90 0.26 -1.77  -0.4991
4 C -3.17 2.63 -0.48  -0.9077
5 H -2.31 0.26 -3.15  0.3651
6 C 1.78 1.41 0.08  -0.3892
7 H -1.38 -3.21 0.75  0.3967
8 H 1.12 -2.84 0.58  0.7056
9 H 1.83 2.50 0.20  0.5117
10 H 0.15 -2.99 2.64  0.4968
11 H 3.53 0.17 0.15  0.2821
12 C 0.10 -0.08 -0.78  1.7535
13 H -0.82 -0.36 3.53  0.4790
14 H -3.88 1.82 -0.35  0.2524
15 H 0.05 0.36 -2.91  0.6046
16 H -3.48 3.50 -1.03  0.3105
17 O 0.66 1.19 -0.77  -0.4384
18 H -1.48 -2.50 2.97  0.3175
19 H 3.01 0.89 -2.48  0.3418
20 C -1.93 2.52 0.03  -0.4311
21 C 4.11 2.07 -0.69  -1.5648
22 H -2.92 -1.38 -3.49  0.2494
23 H 0.32 -0.25 2.20  -0.5279
24 C 3.12 0.92 -0.53  0.2926
25 H 0.21 -2.72 -0.92  0.3388
26 H 1.12 -0.44 4.62  0.2981
27 N -1.86 -1.18 0.54  0.2757
28 C 0.37 -2.25 0.05  -0.9891
29 C -1.48 1.29 0.79  -0.8264
30 O 0.92 -0.96 -0.07  -0.4923
31 H 4.91 1.75 -1.35  0.4034
32 C -0.58 -2.22 2.42  -1.5530
33 H -1.19 3.30 -0.07  0.3562
34 H 0.90 -1.11 -2.46  0.3844
35 H 3.59 2.93 -1.12  0.4374
36 O -1.13 -1.33 -2.51  -0.2868
37 H -2.30 -0.88 1.41  0.5839
38 Cl -3.23 -1.86 -0.32  0.0414
39 C -2.04 -0.76 -3.45  -0.8455
40 N 1.05 -1.19 3.95  -0.7616
41 H -2.00 0.26 -0.97  -0.0831
42 H -0.57 1.49 1.34  0.3273
43 H 1.63 1.00 1.07  -0.0278
44 H 4.52 2.35 0.28  0.3932
45 C -0.87 -2.26 0.92  0.3823
46 H -1.57 -0.69 -4.42  0.3613
47 H 1.93 -1.14 3.44  0.2438
48 C 0.00 -0.52 -2.26  -1.9267
49 C -0.04 -0.90 3.00  0.6992

***

A molecular structure, C14H28F5FeP2S3, computed with the ωB97M-V functional and the def2-TZVPD basis.

Properties
Calculated total energy, Ha: -4190.37622
Total charge: +1
Spin multiplicity: 1
E_HOMO, eV: -11.62
Energy relative to the best compared isomer or geometry (same formula, charge and spin), kcal per mole: 0.0
Orbital gap, eV: 9.4

Last column: Mulliken charge in e.
Cartesian coordinates (Å):
1 C -0.67 -1.37 -3.05  -1.5707
2 C 1.20 -1.30 1.34  0.3071
3 C -2.78 -1.66 0.59  -1.0891
4 C -1.97 -0.18 2.96  -1.4210
5 H 2.31 3.33 1.72  0.5605
6 S -0.03 1.36 -1.54  0.1403
7 H 2.87 0.24 -1.41  -0.3612
8 C 1.46 1.39 -2.59  -0.8669
9 P -1.93 -0.14 1.14  0.9686
10 F 0.72 -2.97 2.89  -0.2513
11 S 0.63 1.68 1.57  0.1138
12 H -3.83 -1.65 0.89  0.5969
13 P -0.80 -1.69 -1.25  1.2347
14 H -0.67 -3.92 -0.30  0.4275
15 C 3.41 1.73 0.78  -0.2870
16 H -4.20 0.73 1.00  0.4764
17 H -3.06 -2.59 -1.38  0.5783
18 H -2.98 -0.37 3.33  0.4870
19 H 3.54 1.10 -2.78  0.5688
20 H 0.56 -3.67 -1.55  0.4060
21 H -0.65 3.68 -1.33  0.5510
22 C -0.20 3.00 0.67  -0.3453
23 C -0.48 -3.47 -1.27  -1.6126
24 H -3.19 1.34 -0.34  0.4482
25 H 0.38 -1.44 -3.35  0.3559
26 H -1.05 -0.39 -3.31  0.4562
27 H -2.31 -2.52 1.08  0.3942
28 H 1.29 0.61 -3.34  0.4427
29 C 2.83 1.18 -1.96  -0.0714
30 H 0.02 3.96 1.14  0.6749
31 C -3.21 1.10 0.73  -1.6525
32 H -1.31 -0.98 3.31  0.3637
33 C -2.60 -1.71 -0.93  -1.2018
34 H -3.06 -0.82 -1.39  0.4058
35 H -3.04 2.03 1.28  0.4872
36 C 0.07 3.04 -0.82  -0.9897
37 C 2.35 2.24 1.74  -0.9806
38 H 2.62 1.95 2.76  0.4878
39 C 1.43 -2.76 1.77  0.5597
40 H -1.60 0.76 3.36  0.3722
41 F 2.73 -2.94 2.04  -0.2345
42 H -1.14 -3.94 -2.00  0.5431
43 H 4.38 1.96 1.23  0.5179
44 H 1.08 3.41 -1.01  0.3241
45 Fe 0.14 -0.15 0.24  0.1780
46 H 3.37 0.65 0.68  -0.0708
47 F 1.84 -0.61 2.35  -0.2963
48 S 3.45 2.49 -0.87  -0.1604
49 H -1.23 -2.13 -3.60  0.5148
50 F 2.05 -1.06 0.18  -0.5157
51 F 1.08 -3.68 0.88  -0.2117
52 H -1.26 2.80 0.85  -0.2322
53 H 1.40 2.34 -3.12  0.4793